[1]
This record from the Open Molecules 2025 dataset describes a structure of composition C39H99CaN4O15. The level of theory is ωB97M-V/def2-TZVPD.

The geometry in XYZ format:
```
158
Properties=species:S:1:pos:R:3:forces:R:3
Ca 3.52716 2.01821 1.12447 0.04 0.11 -1.90
C -2.85336 -0.42432 0.57315 0.53 0.26 0.36
C -1.37806 -0.04266 0.88095 1.39 0.95 0.54
O -0.39712 -0.69441 0.49950 0.17 -2.30 -1.36
O -1.13238 1.03233 1.48446 -1.48 1.42 0.78
H -3.10605 0.16332 -0.30941 -0.19 -0.16 -0.10
H -3.51733 -0.11184 1.37912 0.17 0.20 0.02
H -3.04184 -1.48461 0.40473 0.41 0.06 -0.21
C 3.50832 -1.91880 5.03869 0.28 -0.27 0.06
O 3.88737 -0.52692 4.93553 -0.22 -0.67 -0.12
H 2.71524 -2.08520 5.76769 -0.14 0.23 -0.08
H 3.19767 -2.33398 4.07993 -0.07 0.46 -0.05
H 4.36756 -2.50589 5.36297 0.10 -0.05 0.00
H 4.33158 -0.37312 5.77257 0.06 0.43 0.00
C 1.39551 9.90013 -5.34821 -0.32 0.20 -0.77
O 0.03034 10.13002 -5.00542 0.31 0.12 0.06
C -0.20329 11.43347 -4.47228 0.34 -0.29 1.48
C -1.62089 11.61450 -3.96892 0.38 -0.18 -0.04
N -1.94278 10.87643 -2.75574 -1.26 0.04 -0.14
C -3.41287 11.00466 -2.48591 1.09 -1.31 0.51
C -3.87649 9.78804 -1.63284 -0.57 0.34 -0.83
O -3.72763 8.56953 -2.40258 -0.33 -0.42 1.10
C -4.27390 7.40793 -1.71355 0.70 0.31 -0.08
H 2.18885 10.11248 -4.63155 -0.48 0.31 0.87
H 1.63909 10.52766 -6.20553 0.11 -0.10 -0.33
H 1.53282 8.85014 -5.60661 -0.38 0.04 -0.16
H 0.02069 12.28118 -5.11982 0.25 -0.28 -0.59
H 0.44415 11.48501 -3.59690 0.28 0.47 0.18
H -2.26243 11.42088 -4.82859 -0.54 -0.26 -0.04
H -1.77261 12.65663 -3.68778 0.21 0.27 -0.32
H -1.75971 9.88749 -2.84844 0.11 -0.15 -0.37
H -3.99934 11.02963 -3.40435 -0.04 -0.25 -0.27
H -3.60106 11.96350 -2.00290 -0.04 -0.13 0.40
H -4.93254 9.92687 -1.40132 -0.27 0.02 -0.03
H -3.38030 9.72723 -0.66423 0.48 -0.09 -0.06
H -3.98159 6.47786 -2.20103 -0.04 0.38 -0.73
H -5.35886 7.41596 -1.60913 -0.08 0.34 -0.18
H -3.84625 7.24839 -0.72372 0.09 0.62 0.35
C 7.81146 4.56265 -3.46081 0.37 -0.88 1.19
O 7.19464 4.65991 -2.13668 0.65 0.21 -0.88
C 7.74251 5.71963 -1.33295 -0.52 -0.93 -0.63
C 7.11997 5.75392 0.07114 -0.34 0.61 -1.07
N 7.09409 4.46799 0.77509 -0.18 1.02 -1.75
C 7.22366 4.67552 2.20358 0.43 -0.14 -1.02
C 6.15946 5.58087 2.80163 -0.12 -1.18 -0.51
O 4.87955 4.89073 2.59682 0.05 0.57 1.60
C 4.00447 5.18121 3.71641 -0.25 0.07 -0.58
H 7.36304 3.69670 -3.94777 -0.43 0.39 -0.13
H 8.85764 4.26672 -3.38304 0.29 0.07 0.42
H 7.83941 5.44982 -4.09347 -0.74 0.27 0.26
H 7.61036 6.61527 -1.93995 -0.18 0.58 0.61
H 8.81878 5.61722 -1.19412 0.34 -0.41 -0.17
H 6.11994 6.18728 0.05541 -0.08 -0.03 -0.10
H 7.77447 6.47203 0.56512 0.02 0.26 0.48
H 7.94541 4.04401 0.43512 0.07 -0.77 0.20
H 8.22473 5.07712 2.36069 0.08 0.21 0.74
H 7.17815 3.62913 2.50540 -0.07 0.31 1.38
H 6.05968 6.59180 2.40645 0.25 -0.15 -0.53
H 6.48046 5.75275 3.82902 -0.74 -0.47 0.49
H 3.68863 6.22314 3.76848 0.48 0.31 -0.14
H 4.46645 4.90326 4.66373 -0.07 -0.15 -0.04
H 3.05208 4.67423 3.56140 0.11 -0.47 0.05
C 3.92154 -16.40651 -1.66683 1.61 0.71 -0.86
O 3.38067 -15.14934 -1.34075 -1.37 -0.82 1.00
C 3.01311 -14.24310 -2.37099 0.69 0.08 1.21
C 2.27533 -13.08829 -1.65735 -0.37 -0.33 -0.92
N 0.91726 -13.47778 -1.31315 -0.77 0.64 -1.29
C 0.22147 -12.41013 -0.52986 0.47 -1.53 -0.22
C 0.27559 -11.01819 -1.15539 1.01 -0.15 1.12
O 1.47171 -10.32081 -0.80764 -0.13 0.26 0.02
C 1.50974 -9.03861 -1.39711 0.91 0.21 -0.11
H 4.09556 -17.05183 -0.80580 -0.78 0.25 0.21
H 4.93687 -16.19549 -2.00250 0.48 -0.17 -0.33
H 3.47815 -16.94583 -2.50387 -0.69 0.03 0.17
H 2.39623 -14.68835 -3.15158 -0.33 -0.17 0.11
H 3.95885 -13.96204 -2.83434 0.00 0.67 -0.28
H 2.19708 -12.27941 -2.38377 0.21 0.22 0.04
H 2.73594 -12.69875 -0.74950 0.93 -0.12 -0.17
H 0.94492 -14.39833 -0.89849 -0.33 0.23 0.53
H 0.63199 -12.57320 0.46663 -0.06 1.32 0.49
H -0.85030 -12.58934 -0.44430 -0.03 -0.59 -0.20
H -0.51508 -10.41201 -0.71324 -0.53 -0.15 -0.40
H 0.20934 -11.11220 -2.23931 -0.35 0.04 -0.15
H 2.11374 -8.35725 -0.79790 -0.01 -0.21 0.41
H 0.55113 -8.54064 -1.54271 -0.33 -0.34 0.05
H 2.04608 -9.08489 -2.34489 -0.23 -0.07 -0.43
C 6.47530 -0.31378 0.29867 -0.35 -1.07 -0.30
O 5.31888 0.17288 -0.43491 0.14 0.74 0.74
C 5.29234 -0.23271 -1.81384 0.60 -0.84 -0.72
C 4.23933 0.41934 -2.69559 -0.47 0.17 1.27
N 4.19330 1.83047 -2.35201 -1.61 0.39 -0.28
C 2.97818 2.46410 -2.92572 -0.48 -0.03 -0.61
C 2.81761 3.90427 -2.50715 0.08 -1.08 -0.39
O 2.79402 3.86180 -1.09757 -0.16 1.38 1.92
C 2.24626 5.11091 -0.62867 0.12 0.72 -0.12
H 6.58813 0.14555 1.28069 -0.30 0.57 -0.23
H 7.42067 -0.25932 -0.24116 -0.17 0.57 -0.29
H 6.35944 -1.37466 0.52053 -0.27 -0.19 -0.12
H 5.18270 -1.31569 -1.87081 -0.07 -0.15 0.15
H 6.24007 -0.01454 -2.30609 0.47 0.19 0.46
H 3.25262 -0.00855 -2.51842 -0.07 -0.03 0.14
H 4.45078 0.26100 -3.75311 0.30 -0.29 -0.05
H 5.02790 2.26210 -2.72247 0.11 0.45 0.03
H 2.05662 1.93875 -2.67505 0.20 -0.33 1.17
H 2.80233 2.36144 -3.99653 1.08 0.28 -0.65
H 1.86884 4.32129 -2.84482 -0.10 -0.17 -0.26
H 3.61212 4.53931 -2.89905 0.28 0.13 0.28
H 2.72877 5.98568 -1.06462 0.53 -0.19 -0.40
H 2.39498 5.29225 0.43580 -0.17 -0.70 0.18
H 1.20521 5.24137 -0.92413 -0.21 -0.48 0.30
C -4.75502 -6.73741 4.71275 1.46 1.14 0.98
C -5.77441 -6.71619 5.83967 -1.06 -1.10 -0.21
C -6.09480 -8.15038 6.14656 -0.53 -1.26 0.05
O -5.44263 -6.06825 7.05235 1.31 0.67 -0.21
H -5.11733 -7.17035 3.78033 -0.30 0.26 0.22
H -3.85830 -7.28730 4.99844 -0.10 -0.47 0.19
H -4.33151 -5.74273 4.57373 -0.37 0.25 -0.49
H -6.67787 -6.22795 5.47432 -0.19 0.01 -0.34
H -6.93723 -8.27883 6.82620 -0.30 0.16 -0.10
H -5.29423 -8.71759 6.62139 0.46 0.43 0.01
H -6.29746 -8.69612 5.22505 -0.33 -0.02 -0.03
H -6.15544 -6.22056 7.67708 -0.05 -0.06 -0.07
C -2.95054 2.37650 8.63459 0.55 -0.27 0.87
C -2.85875 1.54630 7.35272 -0.06 1.24 1.00
C -3.45320 0.18961 7.49156 -0.09 -0.18 0.53
O -3.57714 2.25262 6.37087 0.23 0.34 -0.83
H -2.58851 3.40372 8.59158 0.07 -0.03 -0.66
H -2.31967 1.91087 9.39174 0.08 -0.19 0.13
H -3.93218 2.44759 9.10303 -0.31 -0.29 -0.45
H -1.80909 1.45776 7.07257 0.28 0.14 -0.08
H -2.94759 -0.34917 8.29291 -0.06 -0.30 -0.08
H -3.36294 -0.33467 6.54020 -0.18 -0.23 0.15
H -4.49282 0.36088 7.77075 -0.12 -0.44 -0.14
H -3.20951 1.93152 5.54423 -0.37 0.19 -0.47
C -10.06453 0.39529 0.38954 0.47 -0.68 -0.28
C -10.86429 -0.57819 1.24569 -0.31 0.70 0.83
C -10.00981 -1.59797 1.95845 0.04 -0.22 0.13
O -11.61412 0.15898 2.21135 -0.06 0.01 0.21
H -9.52759 -0.20522 -0.34475 0.15 0.17 -0.24
H -9.31992 0.92475 0.98396 -0.05 -0.10 0.20
H -10.63222 1.15366 -0.14963 -0.37 -0.19 0.08
H -11.58719 -1.17608 0.69069 0.02 0.12 -0.64
H -9.26021 -1.23453 2.66139 0.24 0.54 -0.46
H -9.56551 -2.16491 1.14036 0.36 -0.36 0.39
H -10.60746 -2.24607 2.59944 -0.33 -0.17 -0.39
H -12.15838 0.76271 1.70057 -0.17 0.18 0.18
C -4.36148 -1.66917 -6.79369 -0.29 -0.29 0.76
C -3.05956 -1.43756 -6.06565 0.43 0.79 0.19
C -2.47156 -2.63788 -5.42759 -0.13 -1.51 0.47
O -2.10340 -0.89455 -6.92090 0.92 0.87 -1.07
H -5.04350 -2.05759 -6.03734 -0.45 0.03 -0.22
H -4.26632 -2.43294 -7.56550 0.14 -0.03 -0.09
H -4.76421 -0.75700 -7.23396 0.09 -0.03 0.10
H -3.14821 -0.69012 -5.27725 -0.50 0.20 -0.02
H -3.24557 -3.06758 -4.79167 0.28 -0.40 0.24
H -1.54687 -2.49133 -4.86939 -0.27 0.60 0.25
H -2.15852 -3.37626 -6.16576 -0.40 -0.24 -0.32
H -1.96151 -1.55194 -7.60596 0.20 0.03 -0.28
```
Forces are in eV/Å.

## Properties
- Orbital gap: 3.3 eV
- Multiplicity: 1
- Total charge: +1


[2]
This record from the Open Molecules 2025 dataset describes an isolated molecule of C2H6N2S. The level of theory is ωB97M-V/def2-TZVPD.

The geometry in XYZ format:
```
11
Properties=species:S:1:pos:R:3:forces:R:3
C 1.42296 0.76737 -0.70254 0.79 -2.29 1.56
C -1.25998 -0.70618 0.35354 0.97 -2.42 1.15
H 1.84309 1.39146 0.09645 -0.49 -0.17 0.06
H 1.46148 -0.35228 -0.43191 0.05 1.74 -0.15
H 2.06617 0.88655 -1.51351 1.24 0.17 -1.57
H -0.61302 1.11406 0.92092 -0.44 -0.49 -0.01
H -1.85359 -1.32583 -0.39755 0.73 1.35 0.64
H -1.11496 -2.29405 1.41280 0.65 1.67 0.14
N -1.03741 0.63725 0.12117 -0.04 0.90 -0.12
N -0.75473 -1.28863 1.41579 -1.81 -0.46 -1.92
S -0.16001 1.17028 -1.27516 -1.66 -0.01 0.21
```
Forces are in eV/Å.

## Properties
- Structure (SMILES): [H]/N=C/NSC
- Energy relative to the best compared isomer or geometry (same formula, charge and spin): 27.4 kcal/mol
- Orbital gap: 10.0 eV
- Multiplicity: 1


[3]
This record from the Open Molecules 2025 dataset describes an isolated molecule of C3H4BrNO3. The level of theory is ωB97M-V/def2-TZVPD.

The geometry in XYZ format:
```
12
Properties=species:S:1:pos:R:3:forces:R:3
C 0.84702 0.48223 -0.13468 -3.20 -1.42 -1.20
C 0.16493 -0.65343 -0.35399 -3.51 2.95 0.76
C -1.39143 -0.62270 -0.56253 0.32 1.62 1.41
N -2.85229 -1.62053 1.18120 -1.61 -0.18 0.90
O -3.05550 -0.55915 1.70995 0.60 0.06 -0.50
O -3.35272 -2.68671 1.46411 0.88 0.93 -0.41
O -2.01858 -1.70880 0.09667 0.82 -1.84 -0.80
Br -1.83064 -0.71693 -2.42138 -0.07 -0.30 -0.56
H 1.84044 0.33574 -0.20305 3.52 0.20 0.59
H 0.40265 1.46880 -0.18664 0.04 -0.13 -0.01
H 0.43826 -1.63172 -0.16046 1.39 -1.77 -0.23
H -1.92787 0.28274 -0.23170 0.81 -0.12 0.06
```
Forces are in eV/Å.

## Properties
- Structure (SMILES): C=C[C@@H](Br)O[N+](=O)[O-]
- Energy relative to the best compared isomer or geometry (same formula, charge and spin): 123.3 kcal/mol
- Orbital gap: 10.6 eV
- Multiplicity: 1


Maximum force (computed, eV Å⁻¹): 2.68; 2.88; 4.65
E_HOMO (computed, eV): -8.4; -9.1; -10.6